14
Properties=species:S:1:pos:R:3:forces:R:3 method="wB97M-V/def2-TZVPD" e_homo_ev=-8.85 gap_ev=9.8 mol_weight_g_mol=101.1
O 1.6883 0.1642 -0.4290 0.0 -0.1 0.1
C 1.2571 1.0030 0.5486 -0.1 0.3 0.1
C 1.2384 2.3247 0.4033 0.0 -0.1 0.0
N -1.1168 -0.8047 -0.6402 -0.4 0.1 -0.1
C -2.3725 -0.7249 -0.7856 0.2 -0.1 0.1
C 0.7724 -2.5632 0.6835 -0.7 -1.2 0.4
O 0.1523 -3.4651 0.9805 0.7 1.1 -0.3
H 1.5124 -0.7477 -0.1491 0.1 0.1 -0.1
H 0.9184 0.5207 1.4667 0.1 0.1 -0.1
H 0.8974 2.9579 1.2138 0.0 -0.1 -0.1
H 1.5789 2.7906 -0.5164 0.0 -0.1 0.1
H -0.6318 -0.0324 -1.1029 -0.1 -0.1 0.0
H -2.8880 0.0679 -1.3401 0.1 -0.1 0.1
H -3.0066 -1.4910 -0.3330 0.1 0.1 0.0

***

14
Properties=species:S:1:pos:R:3:forces:R:3 method="wB97M-V/def2-TZVPD" spin_multiplicity=2 e_homo_ev="-15.16 / -15.13" charge=+1 gap_ev="11.0 / 5.3" mol_weight_g_mol=92.1
N -1.3132 -0.7600 -0.1497 1.4 -1.9 -0.4
C -0.1109 -1.3254 -0.7172 0.4 1.9 1.0
C 1.0508 -0.9085 0.2352 2.7 2.7 0.2
N 1.4786 0.4082 -0.0582 -1.7 -3.5 2.1
O 1.6354 -1.4492 1.1505 -1.9 -0.6 -1.2
H -2.1005 -0.9781 -0.7371 -0.9 0.7 -0.1
H -1.4496 -0.8020 0.8650 0.0 0.0 -0.3
H -0.0372 -2.3666 -0.8406 -0.5 -2.0 0.5
H -0.0067 -0.9994 -1.7620 0.1 0.4 0.3
H 1.2995 0.8725 -0.8528 -1.1 1.6 -3.7
H 2.0834 0.8854 0.5308 1.6 0.4 1.6
H -1.0879 1.6858 0.8927 0.2 3.9 0.2
H -0.3743 2.9944 0.4863 4.9 1.8 -3.4
O -1.0674 2.7429 0.9570 -5.1 -5.6 3.1